Density functional theory data (the ωB97M-V functional and the def2-TZVPD basis) for a structure of composition C31H22F9N7OOsSTe.

Each line ends with the Mulliken charge.
Atoms and positions in Å:
1 F 1.3027 -4.9996 1.7464  -0.229
2 C 3.2017 -0.3297 -1.0424  -0.150
3 C 1.2884 -0.1849 4.5960  -0.877
4 C 2.8493 -0.2170 1.2413  -0.233
5 H 1.5457 -0.1558 5.6474  0.521
6 H 2.3675 -1.1220 -5.9446  0.328
7 H 5.2332 -0.3199 -1.7092  0.556
8 N 0.6044 -0.2632 1.9196  0.367
9 H 1.4378 1.3957 -2.9362  0.103
10 N 3.0133 4.9035 0.6167  -0.329
11 C -4.2326 2.0105 0.2766  -0.113
12 C -1.0785 -4.3503 0.3568  0.273
13 H 5.6842 -0.0907 3.1159  0.475
14 C 2.0420 0.8338 -4.9791  -0.546
15 C 4.2135 -0.1798 1.5219  1.105
16 C 1.1357 -3.7244 1.4624  0.442
17 C 0.5018 2.7098 -0.0595  1.144
18 S -0.5001 -0.7718 -2.3270  -0.299
19 H -5.6815 -0.6700 1.3820  0.472
20 H -3.4294 4.0025 0.1577  0.426
21 F -1.9842 -3.9566 -0.5353  -0.204
22 H -2.4475 1.5737 -0.8602  0.377
23 C 2.3091 -0.1638 3.6249  0.997
24 C -0.4891 4.8927 -0.0157  -0.062
25 C -6.7033 3.2593 0.5416  -0.564
26 H 4.0432 -0.0828 4.9336  0.495
27 Os 0.3143 -0.3419 -0.1470  0.903
28 H -0.8274 -0.2773 4.9278  0.512
29 H 2.7717 -0.4021 -2.0306  0.170
30 H 1.6857 1.7453 -5.4551  0.343
31 F 2.3470 -3.1775 1.2201  -0.241
32 C 0.6454 4.0343 0.0946  0.231
33 C -5.3835 1.2455 0.4203  0.699
34 C 5.0935 -0.2147 0.4264  -0.992
35 C 4.5829 -0.2874 -0.8472  -1.031
36 C -4.3235 3.4012 0.2694  -0.343
37 H -2.1936 1.6635 0.8947  0.273
38 F 0.1529 -4.0301 -2.1034  -0.252
39 C 0.9797 -3.8869 -1.0703  0.040
40 H 6.1632 -0.1886 0.5915  0.521
41 C -0.3467 -0.2925 2.8422  -0.043
42 H -5.6110 5.1038 0.3974  0.459
43 H -1.3724 -0.3714 2.4935  0.127
44 C 1.5544 -0.4372 -5.7128  -0.505
45 C -0.0271 -0.2505 4.2023  -0.844
46 C -5.5510 4.0239 0.4027  -0.699
47 C 0.6049 -0.3561 -3.5990  0.324
48 H -7.5159 1.2827 0.6596  0.472
49 C -6.6187 1.8792 0.5498  -0.741
50 F -0.8092 -5.6347 0.1577  -0.224
51 N 0.4644 1.5312 -0.1881  -0.371
52 C -2.8858 1.3401 0.1121  -0.494
53 N 0.6516 -1.0424 -4.7220  -0.123
54 C 4.6248 -0.1228 2.8985  -1.015
55 H 1.0148 -0.2077 -6.6284  0.341
56 F 1.6539 -5.0134 -0.9039  -0.240
57 C -5.3181 -0.2594 0.4426  -1.039
58 N 1.4220 0.6864 -3.6488  0.052
59 C 3.7188 -0.1180 3.9019  -0.964
60 C 0.2132 -3.4795 0.2287  0.949
61 C 1.9027 -0.2038 2.2969  0.203
62 Te -3.2539 -0.7790 0.2457  0.084
63 O -0.2228 -2.1674 0.2074  0.429
64 F 0.6396 -3.1081 2.5386  -0.210
65 H 3.1252 0.8790 -4.8971  0.310
66 H -7.6662 3.7408 0.6445  0.412
67 F 1.8643 -2.9271 -1.4099  -0.106
68 F -1.6013 -4.1998 1.5729  -0.243
69 N -1.4210 5.5591 -0.1046  -0.330
70 N 2.3548 -0.3014 -0.0244  0.215
71 C 1.9485 4.5464 0.3725  -0.214
72 H 0.1026 -1.8742 -4.8745  0.230
73 H -5.8750 -0.7086 -0.3766  0.488

Results
- total charge = +2
- LUMO energy (spin up / spin down) (eV) = -9.00 / -8.96

---

Density functional theory data (the ωB97M-V functional and the def2-TZVPD basis) for a cluster of 2 separate species, C2H6ClOPS in total at a distorted geometry.

Each line ends with the Mulliken charge.
Atoms and positions in Å:
1 P -1.8621 -0.4594 -0.6512  0.580
2 C 0.8501 0.3895 0.4205  -0.453
3 O -3.0938 -1.3239 -0.1081  -0.387
4 H 2.1553 -1.0343 -0.5986  0.286
5 C 1.6862 -0.0245 -0.7342  -0.850
6 H 1.5150 0.5079 1.2860  0.330
7 S -0.4454 -0.9692 0.7343  -0.091
8 H 0.3972 1.3416 0.3629  0.305
9 Cl -1.9372 2.5492 0.8609  -0.660
10 H -3.1300 -1.7846 0.7020  0.338
11 H 1.3374 0.0908 -1.7678  0.349
12 H 2.5275 0.7169 -0.5066  0.253

Results
- total charge = 0
- LUMO energy (spin up / spin down) (eV) = -2.16 / -2.16

---

Density functional theory data (the ωB97M-V functional and the def2-TZVPD basis) for a cluster of 2 separate species, C4H12O2 in total at a distorted geometry.

Each line ends with the Mulliken charge.
Atoms and positions in Å:
1 H -3.2081 -2.6284 0.3467  0.252
2 H -0.6471 1.7636 3.3287  0.266
3 H 1.0997 3.4314 4.8814  0.281
4 O 1.0176 1.4606 4.5590  -0.313
5 H -3.0316 -3.9629 -0.8353  0.231
6 C -3.1121 -2.8684 -0.7256  -0.585
7 H 1.1524 3.0651 3.1286  0.285
8 H -5.3460 -0.8197 -1.7778  0.213
9 C -0.3335 1.2631 4.2602  -0.586
10 H -4.4783 -0.6478 -0.2199  0.278
11 H 2.5564 2.6702 4.1688  0.212
12 H -0.5977 0.1944 4.1915  0.216
13 O -4.2090 -2.3996 -1.4315  -0.303
14 H -2.1857 -2.4074 -1.1076  0.259
15 H -3.6018 -0.4115 -1.7643  0.280
16 C -4.3880 -0.9994 -1.2615  -0.625
17 H -0.8878 1.7090 5.1031  0.254
18 C 1.4549 2.7087 4.1276  -0.616

Results
- total charge = 0
- SMILES = COC.COC
- LUMO energy (eV) = 0.78

---

E_tot values (in a.u.) by entry order: -3308.2036 -1354.7353 -310.0052.
Relative energy (zero: lowest compared OMol25 entry of this formula, charge and spin) values (in eV) by entry order: 0.6990 2.4031 1.8441.